Molecular formula: C31H74BClI2NO15P
Method: DFT, ωB97M-V/def2-TZVPD

The geometry in XYZ format:
```
126
Properties=species:S:1:pos:R:3:forces:R:3
C 3.45787 3.46039 0.62095 0.1 -0.1 -0.2
C 3.44940 1.98461 0.19534 0.1 0.0 -0.2
C 2.32113 1.14277 0.79002 0.2 0.2 0.0
O 1.59109 0.50744 -0.26621 0.1 -0.1 0.0
C 0.95666 -0.71694 0.04733 0.0 -0.1 0.0
C -0.53730 -0.45507 0.31283 -0.2 0.0 0.0
C -0.64775 0.38462 1.60944 0.2 -0.1 0.4
I -1.92833 2.05528 1.66339 -0.3 -0.1 0.6
C -0.09113 0.01649 2.77540 0.0 -0.1 -0.3
C 0.71622 -1.23563 3.05236 -0.1 -0.1 0.0
I -0.31343 1.08833 4.56169 0.1 0.2 0.1
C -1.53411 -1.72021 0.43372 -0.4 0.0 -0.2
C -2.47788 -1.61568 1.67323 0.0 -0.2 0.0
C -3.58993 -2.67485 1.75783 -0.1 0.1 0.3
C -4.75149 -2.15833 2.64088 -0.1 -0.2 -0.3
C -6.01146 -1.81704 1.82810 0.0 0.2 -0.1
C -5.98196 -0.38271 1.28806 0.0 0.0 0.1
C -7.32407 0.10198 0.74097 0.1 -0.2 -0.1
C -7.36017 1.59794 0.46385 0.0 0.0 -0.1
O -7.49999 2.36024 1.65224 0.1 -0.1 0.1
C -6.33290 2.99202 2.13794 0.0 0.0 0.0
C -1.01800 -3.17749 0.39750 0.4 -0.1 0.0
B 0.30924 -3.65753 -0.32754 0.1 0.0 -0.1
O 0.42943 -3.58028 -1.69449 0.1 0.2 0.2
O 1.36721 -4.20282 0.39468 -0.3 0.1 -0.1
C -2.53659 -1.42689 -0.69774 0.2 0.2 -0.2
O -3.21805 -2.22234 -1.30128 -0.2 0.1 0.3
N -2.51896 -0.04859 -0.88991 0.1 -0.3 0.0
C -1.08442 0.24773 -1.02166 -0.3 0.3 -0.2
C -0.56156 -0.50552 -2.28331 0.3 0.2 0.1
C -1.44332 -0.65900 -3.54367 0.0 -0.1 -0.1
C -2.36243 0.44090 -4.10111 -0.1 -0.1 -0.2
O -3.65949 -0.08031 -4.42012 0.0 0.2 0.0
P -0.71113 2.14711 -1.06043 0.1 -0.2 0.1
O -2.24594 2.65547 -1.42839 0.2 0.0 -0.3
Cl 0.14860 2.43538 -2.95641 0.0 -0.1 -0.2
H 2.95758 3.61568 1.57887 0.1 0.0 -0.1
H 2.97718 4.07648 -0.14152 -0.1 0.0 0.2
H 4.49077 3.81104 0.70027 -0.1 0.1 0.1
H 4.40618 1.52430 0.45763 -0.1 0.0 0.0
H 3.36770 1.92474 -0.89461 0.0 0.0 0.1
H 1.66157 1.78582 1.38588 -0.1 -0.1 -0.1
H 2.75341 0.38137 1.44226 -0.2 0.0 0.0
H 1.06905 -1.34890 -0.82705 0.0 0.0 0.0
H 1.46687 -1.24923 0.84585 0.0 0.2 0.1
H 0.35339 -2.08843 2.47569 0.1 0.1 -0.1
H 0.64820 -1.49991 4.10739 -0.1 0.0 -0.1
H 1.77744 -1.08491 2.84079 -0.1 0.0 0.0
H -2.95621 -0.63424 1.66549 0.1 0.0 0.1
H -1.88422 -1.69439 2.58827 -0.1 0.1 -0.1
H -3.19650 -3.60023 2.18984 0.0 0.1 -0.1
H -3.97757 -2.93304 0.77060 0.1 0.0 0.1
H -4.42857 -1.24810 3.15850 0.0 -0.2 0.2
H -5.00530 -2.90254 3.40103 0.1 0.1 0.0
H -6.91307 -1.95414 2.43583 0.1 0.1 0.0
H -6.09091 -2.50334 0.97595 -0.1 0.0 0.2
H -5.22784 -0.31289 0.49159 0.0 0.1 0.1
H -5.66379 0.28298 2.10077 0.0 0.0 -0.1
H -8.12201 -0.15478 1.44767 0.0 0.1 -0.1
H -7.54970 -0.42825 -0.19427 0.0 0.0 0.1
H -6.44600 1.90106 -0.06781 -0.1 0.0 0.0
H -8.21067 1.84180 -0.18140 0.0 0.0 0.1
H -6.28013 2.85064 3.22136 0.0 0.0 -0.1
H -6.36391 4.06954 1.93150 0.0 -0.1 0.0
H -5.42674 2.56914 1.68907 0.0 0.0 0.1
H -1.82955 -3.78098 -0.03393 0.0 0.1 0.0
H -0.91864 -3.51544 1.43579 0.0 0.0 -0.1
H 1.32975 -3.80054 -1.97366 -0.1 -0.2 0.0
H 1.20287 -5.12660 0.64283 0.3 0.0 0.0
H -3.13903 0.32821 -1.59115 0.1 -0.1 -0.1
H 0.41844 -0.11042 -2.54497 0.0 0.1 -0.1
H -0.36441 -1.53911 -2.00157 -0.1 0.0 0.1
H -2.09051 -1.53252 -3.41946 0.1 0.1 0.1
H -0.73669 -0.94675 -4.33062 -0.1 0.0 0.1
H -2.45569 1.30565 -3.44952 0.0 0.1 0.2
H -1.98494 0.80992 -5.05759 0.0 0.0 0.2
H -4.14720 -0.25329 -3.60713 0.1 -0.1 0.0
H -2.44809 3.44192 -0.90502 0.0 -0.1 -0.2
C 4.23209 2.35456 3.89520 0.2 -0.2 0.0
O 4.25256 1.04858 3.31748 0.0 0.0 0.0
H 3.26561 2.79341 3.66785 0.0 0.0 0.1
H 4.36845 2.32098 4.97709 -0.1 0.0 0.0
H 5.01856 2.98676 3.47388 -0.1 0.1 0.0
H 5.09818 0.63957 3.52046 0.0 0.0 0.0
C 3.03122 -6.11600 -4.13493 0.0 0.0 0.0
O 3.69354 -4.90975 -3.77729 -0.1 0.0 0.1
H 3.16505 -6.80267 -3.30082 0.0 -0.1 0.0
H 1.96048 -5.96417 -4.29381 0.0 0.0 0.0
H 3.47287 -6.56367 -5.02890 0.0 0.0 0.0
H 3.59833 -4.28385 -4.50046 0.0 0.0 0.0
C 0.15000 4.98403 -5.38831 -0.1 0.0 -0.1
O 0.47171 5.56689 -6.64485 0.0 0.0 0.0
H 0.95025 5.24083 -4.70067 -0.2 0.0 -0.1
H -0.78965 5.37650 -4.98939 0.0 0.0 0.0
H 0.08077 3.89614 -5.45327 0.0 0.0 0.0
H -0.22469 5.34286 -7.26793 0.0 0.0 0.0
C 2.87763 5.42071 -2.91078 0.1 0.0 0.1
O 3.57202 4.20951 -2.65766 -0.1 -0.1 -0.1
H 3.56875 6.23214 -2.69123 0.0 0.0 0.0
H 2.57087 5.50409 -3.95561 0.2 0.0 0.1
H 1.99678 5.52825 -2.27031 0.0 0.0 0.0
H 2.97265 3.47741 -2.84091 0.0 0.0 0.0
C 1.78828 -8.26974 -0.45554 -0.1 0.0 0.1
O 1.83755 -6.86404 -0.22685 -0.1 0.0 0.0
H 0.97912 -8.65512 0.16147 0.0 0.0 0.0
H 1.57247 -8.49445 -1.50192 0.0 0.0 0.0
H 2.72341 -8.75031 -0.17335 0.0 0.0 0.0
H 2.53760 -6.48444 -0.76626 0.0 0.0 0.0
C 4.65199 6.14613 5.21173 -0.1 0.0 0.0
O 3.94940 4.95933 5.56200 0.0 0.0 0.0
H 4.83419 6.08690 4.14039 0.0 0.1 0.0
H 4.04801 7.03391 5.41952 0.1 0.1 0.0
H 5.60970 6.23872 5.72846 0.0 -0.1 0.0
H 3.76513 4.97490 6.50569 0.0 0.0 0.0
C 5.55815 -8.33232 -2.38262 0.0 0.0 0.0
O 4.58848 -9.16462 -1.75485 0.1 0.0 -0.1
H 5.24465 -7.30216 -2.23003 0.0 0.0 0.0
H 6.54845 -8.46012 -1.93927 0.0 0.0 0.0
H 5.61306 -8.52519 -3.45670 0.0 0.0 0.0
H 4.85826 -10.07805 -1.88735 -0.1 0.0 0.0
C 1.97823 7.32624 2.83486 0.0 -0.2 0.1
O 1.54715 6.05247 3.29308 0.0 0.0 0.0
H 1.26768 7.64772 2.07678 0.0 0.0 0.0
H 1.98552 8.06385 3.64284 0.0 0.0 0.0
H 2.97268 7.27490 2.38185 0.0 0.1 0.0
H 2.15918 5.73352 3.96620 0.0 0.0 0.0
```
Forces are in eV/Å.

The HOMO-LUMO gap is 8.12 eV.